C56H100N12 | wB97M-V/def2-TZVPD

```
! wB97M-V def2-TZVPD RIJCOSX def2/J DEFGRID3
* xyz 0 1
N 6.76621 3.63715 -4.14363
C 5.75991 4.01748 -3.38120
C 5.56250 5.38034 -3.47218
C 6.67895 5.80656 -4.00458
C 7.42555 4.76835 -4.59185
H 7.03843 2.67918 -4.31175
H 5.06187 3.25507 -3.06833
H 4.76279 5.96313 -3.03952
H 7.15326 6.77268 -3.91495
H 8.41465 4.80432 -5.02404
N 0.03008 -0.78819 -7.76447
C 1.00876 0.14067 -8.11486
C 1.74645 -0.40401 -9.15371
C 1.37733 -1.78393 -9.28101
C 0.19755 -1.93165 -8.52026
H -0.68013 -0.56552 -7.08173
H 1.01809 1.00558 -7.46814
H 2.53571 0.24880 -9.49621
H 1.86501 -2.57012 -9.83821
H -0.47373 -2.76567 -8.37817
N 0.74102 9.47275 0.78926
C 1.91156 9.58642 0.25830
C 1.70807 10.08349 -1.01852
C 0.34146 10.28039 -1.23880
C -0.30809 9.75299 -0.10145
H 0.52541 9.22294 1.74383
H 2.74137 9.17872 0.81649
H 2.47969 10.40148 -1.70401
H -0.06162 10.71926 -2.13954
H -1.31546 9.61175 0.26141
N -1.41413 3.81168 -0.01365
C -2.01590 2.85237 0.75073
C -1.74614 1.68853 0.00469
C -0.93928 1.91143 -1.07821
C -0.74695 3.31169 -1.09807
H -1.37543 4.75718 0.33939
H -2.56142 3.15913 1.63091
H -2.08423 0.68060 0.19486
H -0.45172 1.17867 -1.70411
H -0.16657 3.96948 -1.72806
N 3.72573 6.67932 6.28839
C 2.47054 6.63906 5.68528
C 2.33506 5.51892 4.99621
C 3.48624 4.71875 5.15356
C 4.24347 5.38164 6.07592
H 4.03776 7.42661 6.89196
H 1.78274 7.42086 5.97183
H 1.46698 5.26785 4.40477
H 3.60240 3.84582 4.52834
H 5.22463 5.13092 6.45125
N -3.66092 9.11864 5.05425
C -4.42244 8.71938 3.95386
C -4.38113 7.32988 3.82442
C -3.77976 6.86174 5.02458
C -3.49178 8.00455 5.74770
H -3.31867 10.04258 5.27628
H -4.89016 9.37307 3.23252
H -4.74821 6.65292 3.06720
H -3.65547 5.83164 5.32433
H -2.99103 8.09567 6.70025
N -0.28309 6.65457 -10.71274
C -1.33338 7.47762 -10.35771
C -1.77396 7.10961 -9.15355
C -0.95756 6.15368 -8.63337
C 0.04567 5.96743 -9.54351
H 0.17360 6.57096 -11.60970
H -1.60666 8.29449 -11.00920
H -2.62958 7.52371 -8.64089
H -1.04266 5.73741 -7.64046
H 0.99353 5.44981 -9.53852
N -5.70182 -0.04504 -7.34872
C -5.79966 -1.38587 -7.20892
C -5.47712 -1.71126 -5.92705
C -5.13051 -0.52054 -5.24465
C -5.29050 0.43054 -6.18988
H -5.78710 0.50665 -8.19042
H -6.04648 -1.99677 -8.06466
H -5.47737 -2.70614 -5.50679
H -5.01104 -0.50596 -4.17137
H -5.10949 1.49423 -6.23669
C -8.70075 -8.57563 -0.07347
C -8.99303 -7.30001 0.73764
N -8.07149 -6.19047 0.43849
C -6.65673 -6.40268 0.87597
C -5.70627 -5.46656 0.10301
C -8.62380 -4.84523 0.76598
C -8.84066 -4.55059 2.23192
H -8.66677 -8.52339 -1.16168
H -9.45605 -9.26988 0.29483
H -7.76548 -9.12217 0.04769
H -10.03162 -7.09670 0.47667
H -8.93729 -7.42039 1.81954
H -6.50803 -6.28138 1.94895
H -6.29537 -7.40480 0.64516
H -5.79253 -5.45122 -0.98346
H -5.77602 -4.43127 0.43679
H -4.67623 -5.80147 0.22535
H -9.62320 -4.70422 0.35439
H -8.06855 -4.00898 0.34115
H -9.59433 -5.23210 2.62641
H -9.09931 -3.49926 2.35799
H -7.94258 -4.83114 2.78223
C 2.79103 -6.02433 6.69347
C 2.87060 -5.08771 5.43145
N 3.57446 -5.51002 4.25689
C 4.91933 -5.91171 4.61117
C 5.75819 -6.41464 3.42366
C 3.49995 -4.59284 3.09945
C 2.15822 -3.84428 2.70510
H 3.69971 -5.89766 7.28199
H 2.83874 -7.09012 6.47005
H 1.98820 -5.72306 7.36638
H 1.88213 -4.72109 5.15464
H 3.37428 -4.15599 5.68895
H 5.40901 -5.07844 5.11514
H 5.04675 -6.80655 5.22038
H 6.34281 -7.25795 3.79128
H 5.15959 -6.90294 2.65468
H 6.34836 -5.57061 3.06670
H 3.79290 -5.10680 2.18395
H 4.30768 -3.86291 3.15290
H 2.03911 -2.83431 3.09738
H 1.29969 -4.50398 2.83092
H 2.20043 -3.50885 1.66885
C -4.48200 -2.59406 9.86073
C -3.37113 -3.21455 9.05623
N -3.93579 -3.82604 7.86247
C -3.27938 -4.90447 7.18453
C -3.16889 -6.10130 8.06396
C -4.25654 -2.85215 6.85280
C -3.00862 -2.14459 6.14624
H -5.31997 -3.21500 10.17747
H -5.02434 -1.81313 9.32769
H -4.29109 -2.21500 10.86470
H -2.52253 -2.53518 8.97604
H -2.86789 -4.00848 9.60806
H -3.76693 -5.19729 6.25466
H -2.31305 -4.57208 6.80529
H -2.68668 -6.87583 7.46757
H -2.49716 -5.94846 8.90867
H -4.11672 -6.49279 8.43337
H -4.85245 -1.98933 7.15032
H -5.03276 -3.25732 6.20364
H -2.23318 -1.88330 6.86632
H -3.48835 -1.27806 5.69118
H -2.64670 -2.73473 5.30431
C 9.62542 -1.02996 -2.76379
C 9.18543 -1.44602 -4.21323
N 7.82184 -1.24783 -4.45890
C 6.92577 -2.18067 -3.67200
C 5.51410 -1.52267 -3.63724
C 7.47411 -1.34156 -5.89762
C 8.41920 -0.41104 -6.88597
H 9.23785 -0.05121 -2.48104
H 10.68494 -0.80686 -2.63834
H 9.35343 -1.68152 -1.93336
H 9.91389 -0.90597 -4.81803
H 9.44677 -2.50388 -4.18581
H 7.19809 -2.34763 -2.62985
H 6.84250 -3.14590 -4.17149
H 5.39407 -0.83346 -2.80137
H 4.78726 -2.28441 -3.35519
H 5.10563 -1.31443 -4.62612
H 7.71093 -2.35853 -6.21033
H 6.47042 -1.16148 -6.28269
H 8.56304 0.65694 -6.72220
H 9.44204 -0.71959 -6.66987
H 8.26871 -0.75362 -7.90973
*
```

The relative energy (zero: lowest compared OMol25 entry of this formula, charge and spin) is 138.9 kcal/mol. The total energy comes out at -2850.3984 a.u. Its gap between HOMO and LUMO is 8.0 eV. As for the SMILES: c1cc[nH]c1.c1cc[nH]c1.c1cc[nH]c1.c1cc[nH]c1.c1cc[nH]c1.c1cc[nH]c1.c1cc[nH]c1.c1cc[nH]c1.CCN(CC)CC.CCN(CC)CC.CCN(CC)CC.CCN(CC)CC. Its LUMO energy is 0.18 eV.

C10H30BaNO8 | wB97M-V/def2-TZVPD

```
! wB97M-V def2-TZVPD RIJCOSX def2/J DEFGRID3
* xyz 1 1
Ba -4.01319 17.05743 2.53320
N -0.83579 18.57205 7.09140
O -1.19036 18.04166 6.06036
O 0.24180 18.36123 7.60781
O -1.64776 19.22651 7.76380
C -3.80292 10.84196 5.86789
C -4.80304 11.98332 5.87789
O -4.05468 13.21159 5.82015
H -3.19753 10.95786 6.76686
H -3.14986 10.87507 4.99583
H -4.21432 9.83830 5.97522
H -5.38282 11.91918 6.79867
H -5.52017 11.91494 5.05988
H -3.64353 13.46405 6.65010
C -4.09545 23.13551 1.71753
C -2.66103 22.66522 2.05141
O -2.50214 21.30422 1.84761
H -4.76380 22.44131 2.22694
H -4.35961 23.06023 0.66270
H -4.33412 24.12337 2.11156
H -2.50168 22.97765 3.08344
H -1.83585 23.23241 1.62074
H -1.70543 21.26085 1.31380
C -5.83082 10.62419 0.19383
C -5.48928 11.96864 -0.36145
O -4.82006 12.70482 0.62704
H -4.99290 10.08633 0.63733
H -6.00981 9.97638 -0.66431
H -6.71415 10.70239 0.82765
H -6.39970 12.43655 -0.73598
H -4.84776 11.61380 -1.16806
H -3.91186 12.39471 0.65132
C -10.14773 15.89305 -0.11680
C -9.93292 15.27463 1.16298
O -8.66491 15.54702 1.76349
H -9.58479 15.38305 -0.89853
H -9.84818 16.93787 -0.19874
H -11.21659 15.84209 -0.32425
H -10.17242 14.21417 1.08470
H -10.68484 15.68331 1.83804
H -8.97906 15.70926 2.65600
C -7.61655 19.83429 -3.45214
C -6.28472 19.53997 -2.78519
O -6.58137 19.25825 -1.40783
H -8.30890 18.99554 -3.52441
H -7.38995 20.00297 -4.50491
H -8.07336 20.75309 -3.08438
H -5.59666 20.37999 -2.69020
H -5.74736 18.74741 -3.30595
H -7.33458 19.75881 -1.08579
*
```

The relative energy (zero: lowest compared OMol25 entry of this formula, charge and spin) is 216.1 kcal/mol. The total energy comes out at -1080.5893 a.u. Its gap between HOMO and LUMO is 2.5 eV. Its LUMO energy is -6.23 eV.

C4H7N3S | wB97M-V/def2-TZVPD

```
! wB97M-V def2-TZVPD RIJCOSX def2/J DEFGRID3
* xyz 0 1
C -1.06407 1.87651 -0.02665
C -0.35679 0.62973 -0.00586
C 1.48040 -0.72846 0.03849
C -0.79084 -0.66457 -0.02919
H -1.07627 2.45094 0.92505
H -2.03234 1.60059 -0.38123
H -0.62463 2.49309 -0.79171
H 1.69088 1.36816 -0.16326
H 3.00573 -1.88871 -0.34397
H 0.38989 -2.34937 -0.72114
H -2.26593 -1.66993 1.19169
N 1.04999 0.59299 0.21979
N 2.69598 -0.93546 -0.06502
N 0.33767 -1.56756 0.20908
S -2.43967 -1.20794 -0.05605
*
```

The relative energy (zero: lowest compared OMol25 entry of this formula, charge and spin) is 45.9 kcal/mol. The total energy comes out at -719.0295 a.u. Its gap between HOMO and LUMO is 8.5 eV. As for the SMILES: [H]/N=c1/[nH]c(C)c(S)[nH]1. Its LUMO energy is 0.63 eV.

no.,F_max (eV Å⁻¹)
1,7.11
2,4.24
3,5.35